No. 1
Molecular formula: C9H8O2
Method: DFT, the ωB97M-V functional and the def2-TZVPD basis

Calculated values
Energy relative to the best compared isomer or geometry (same formula, charge and spin): 4.3259 eV
Max |F|: 0.0634 hartree/bohr
HOMO-LUMO gap (spin up / spin down): 8.2 / 7.9 eV
E_tot: -13553.3613 eV

XYZ file:
```
19
Properties=species:S:1:pos:R:3:forces:R:3
C -0.7803 2.4191 -0.7763 -1.577 2.162 -0.668
C -0.0967 1.8727 -1.8828 0.714 -0.728 1.656
C -1.2484 1.6441 0.2775 -0.595 -1.053 -0.296
C 0.2266 0.5043 -1.8749 0.541 0.662 0.061
C -1.0899 0.2628 0.1551 0.262 1.987 -0.040
C -0.3817 -0.2159 -0.8839 0.927 -2.791 1.409
C -1.4729 -0.8980 0.9687 -0.855 0.197 -0.625
C -0.3611 -1.8662 0.8021 0.886 -1.184 -1.014
C 1.0215 -1.6119 1.4512 -0.432 -2.951 -0.497
O -2.5899 -1.1710 1.3456 0.116 -0.303 0.431
O -0.6616 -3.1855 0.7534 0.114 0.104 -0.073
H -1.1242 3.5231 -0.8457 1.070 -1.841 0.385
H 0.4818 2.5172 -2.5093 -0.203 0.443 -0.643
H -1.7976 1.9368 1.1548 -0.057 0.955 0.023
H 1.1173 0.1430 -2.4028 -0.820 -0.078 -0.371
H 1.8412 -1.5570 0.7041 -0.583 -0.347 0.573
H 1.2341 -2.4305 2.2808 -0.469 1.763 -1.771
H 0.8823 -0.6701 1.8525 0.359 1.997 1.253
H -1.5770 -3.4434 0.5013 0.598 1.006 0.207
```
Forces are in eV/Å.

natural (NBO) population analysis, charges in e, atoms 1 to 2:
1 C -0.22
2 C -0.19

---

No. 2
Molecular formula: C9H8O2
Method: DFT, the ωB97M-V functional and the def2-TZVPD basis

Calculated values
SMILES: O=C1Cc2ccccc2CO1
Energy relative to the best compared isomer or geometry (same formula, charge and spin): 3.3850 eV
Max |F|: 0.1185 hartree/bohr
HOMO-LUMO gap: 9.3 eV
E_tot: -13554.3021 eV

XYZ file:
```
19
Properties=species:S:1:pos:R:3:forces:R:3
C 2.4978 -0.3000 -0.3172 -1.160 -0.295 -2.757
C 1.4083 -1.1147 0.5174 5.163 -2.307 2.270
C -0.0132 -0.6970 0.3012 -3.269 2.100 -1.885
C -1.2525 -1.5576 -0.0134 3.271 3.065 0.289
C -2.4025 -0.9777 -0.4139 0.872 4.858 0.121
C -2.5096 0.5859 -0.5090 -0.830 -4.382 0.209
C -1.4094 1.3074 -0.5030 3.583 3.127 3.048
C -0.2113 0.7010 0.0157 2.975 -1.838 0.825
C 1.1341 1.5105 0.4008 -3.481 0.535 -2.317
H 2.0669 -0.9731 1.6583 -2.685 -0.005 -2.519
H 1.7659 -2.2498 0.3984 -1.551 2.369 -0.165
H -1.0352 -2.5684 -0.0315 -0.204 -2.078 0.021
H -3.2323 -1.4397 -0.8372 -1.280 -1.299 -0.072
H -3.4537 1.0701 -0.4386 -0.868 -0.033 -0.687
H -1.3030 2.4881 -0.3589 -0.940 -2.542 -0.963
H 1.3948 1.2693 1.3615 -0.314 0.234 3.109
H 0.9931 2.6179 0.1873 0.477 -1.408 0.398
O 3.3284 -0.7084 -1.1335 -1.728 0.498 2.905
O 2.2335 1.0363 -0.2843 1.968 -0.599 -1.831
```
Forces are in eV/Å.

natural (NBO) population analysis, charges in e, atoms 1 to 2:
1 C 0.80
2 C -0.57

---

- Look up the max |F| of the second one.
  0.1185 hartree/bohr